140
Properties=species:S:1:pos:R:3:forces:R:3:mulliken_charge:R:1 method="wB97M-V/def2-TZVPD" mol_weight_g_mol=1240.86 homo_energy_ev=-4.44 de_lowest_kcal_mol=0.0 charge=-1 lumo_ev=0.883 e_tot_ha=-6541.65051
Zn -2.653505 24.505809 -27.727511 -0.202 -0.009 1.054 1.973
Cd -8.153362 19.560581 -25.131579 -0.697 -1.746 -0.108 4.435
C 0.844260 23.533247 -25.805658 -2.874 0.851 -1.488 -0.312
C -0.376180 24.065995 -26.249355 1.679 0.594 -0.050 0.223
C -0.645197 25.609392 -26.161058 2.634 -0.004 1.109 0.407
O -1.622699 26.034802 -26.827762 -1.300 0.375 -0.241 -0.446
C 0.276465 26.410171 -25.434689 -2.558 -1.171 -2.079 -0.977
C 1.455635 25.843947 -24.949063 0.973 1.564 2.233 0.428
C 1.764793 24.380095 -25.171839 1.666 -1.961 1.811 0.338
O 2.745747 23.868564 -24.599938 -0.201 0.987 -0.666 -0.699
O 2.185356 26.507837 -24.185517 0.017 -0.759 -0.914 -0.722
O -1.261418 23.401708 -26.873635 -0.490 -0.644 0.062 -0.843
H 0.993857 22.478066 -25.976286 0.340 -0.056 0.262 0.360
H 0.081988 27.467753 -25.331630 0.102 0.063 0.083 0.400
C -5.172999 21.160596 -27.609364 -1.056 -0.216 1.039 -0.766
C -4.532306 22.380793 -27.473365 0.976 0.231 -1.462 -0.070
C -4.882989 23.300406 -26.325835 0.547 1.669 1.200 0.173
O -4.255110 24.390443 -26.127720 0.572 -1.071 -1.519 -0.705
C -5.853443 22.962040 -25.412484 -1.414 -1.256 0.118 0.222
C -6.634335 21.805745 -25.551991 1.718 1.172 -0.030 -0.314
C -6.152949 20.807902 -26.677286 -0.478 0.073 -0.336 0.175
O -6.770502 19.698039 -26.690736 0.975 0.063 -1.567 -1.262
O -7.585438 21.534663 -24.779456 0.790 1.135 -0.379 -0.552
O -3.658897 22.721041 -28.322515 -0.423 0.912 0.797 -1.316
H -4.894175 20.548599 -28.453643 -0.086 -0.316 0.162 0.840
H -6.028048 23.594698 -24.555400 0.012 0.151 -0.094 0.614
C -11.051257 17.187832 -23.129076 0.484 1.195 0.979 0.708
F -10.665569 15.987524 -23.517648 -0.056 -0.272 -0.098 -0.216
F -11.604062 17.834381 -24.142450 0.173 -0.037 -0.394 -0.147
F -11.944897 17.090380 -22.164835 -0.243 -0.344 0.222 -0.267
S -9.507938 18.119890 -22.390938 0.495 -0.517 -1.441 0.702
O -9.766948 18.407210 -21.014692 -0.111 0.444 -0.584 -0.590
O -8.424805 17.222289 -22.688242 -0.199 0.414 -0.296 -0.651
N -9.348133 19.471199 -23.470466 -2.337 -2.358 4.323 -0.653
S -10.425515 20.577419 -23.036516 -1.047 2.048 -0.637 0.863
O -10.728204 21.367164 -24.223309 0.678 -0.122 0.790 -0.905
O -11.583372 20.136972 -22.307420 0.683 -0.376 -0.046 -0.602
C -9.445995 21.702179 -21.806349 -0.485 -1.027 -0.926 0.571
F -9.672126 22.954872 -22.146464 0.144 0.316 0.150 -0.201
F -9.846631 21.470614 -20.572769 -0.278 0.156 0.218 -0.247
F -8.158934 21.407769 -21.881505 0.287 0.246 -0.098 -0.150
C -7.787943 25.865000 -23.805447 1.354 -0.136 -1.125 -0.458
C -6.648793 26.581626 -24.564144 -1.163 1.145 -0.036 0.553
O -7.057752 27.986398 -24.563659 0.630 -0.146 -0.114 -0.623
H -8.726032 26.256974 -24.191797 -0.024 0.169 0.162 0.447
H -7.659626 26.084719 -22.748983 -0.318 -0.389 0.132 0.137
H -7.761296 24.810726 -24.087944 -0.068 -0.167 0.672 -0.090
H -6.565766 26.280019 -25.608863 -0.177 -0.169 0.014 0.036
H -5.636027 26.536567 -24.164407 -0.149 -0.500 0.365 -0.188
H -6.446247 28.444748 -23.981796 -0.082 0.144 -0.072 0.343
C -3.906683 28.093563 -27.523510 -0.304 0.467 -0.210 -1.134
C -3.583601 27.299742 -28.772990 0.696 0.495 0.833 -0.258
O -3.999791 25.924815 -28.598685 -0.253 0.864 -1.125 -0.181
H -3.437307 29.072340 -27.657188 -0.048 0.044 0.276 0.386
H -3.538467 27.630920 -26.611843 0.362 -0.163 -0.205 0.087
H -4.977845 28.248329 -27.374700 -0.049 -0.031 -0.238 0.361
H -2.505981 27.366090 -28.942649 0.064 -0.518 0.283 -0.012
H -3.982196 27.770122 -29.675356 -0.606 -0.357 0.057 0.643
H -4.700245 25.819040 -29.250394 -0.029 -0.650 0.223 0.187
C -7.464656 18.026429 -31.398613 0.289 -0.774 -0.901 -1.504
C -7.523662 18.934122 -30.200688 0.266 -0.048 -0.281 0.203
O -7.221196 18.219842 -29.001305 -0.941 0.318 -0.410 0.032
H -6.456877 17.619133 -31.524968 0.003 -0.017 0.123 0.273
H -7.687889 18.524728 -32.345921 0.092 0.502 0.232 0.395
H -8.148340 17.174372 -31.436425 -0.086 0.054 0.680 0.366
H -8.499568 19.423109 -30.164110 -0.012 0.041 0.245 0.310
H -6.746895 19.693660 -30.334031 -0.189 0.263 -0.027 0.065
H -7.253901 18.881676 -28.282676 0.509 -0.189 0.186 -0.034
C 0.526512 23.430784 -29.983243 0.469 1.250 0.218 -1.137
C -0.920954 23.836942 -30.193942 -0.244 -0.034 -0.031 0.254
O -1.275576 24.889145 -29.275304 0.036 -0.281 -0.619 -0.306
H 0.756650 23.418205 -28.914687 -0.403 -0.729 0.069 0.206
H 1.187386 24.256783 -30.276778 -0.109 -0.071 -0.505 0.329
H 0.854727 22.536495 -30.505440 -0.210 -0.137 0.087 0.372
H -1.620549 23.021753 -30.003213 0.139 -0.043 0.218 -0.251
H -1.177639 24.216595 -31.188002 0.417 -0.250 -0.202 0.460
H -0.997382 25.738311 -29.626702 0.055 0.069 0.201 0.142
C -6.557925 23.742916 -19.804616 -0.255 -0.830 0.085 -1.426
C -5.686079 23.857361 -21.031394 0.971 1.647 0.479 0.856
O -4.352972 23.382823 -20.761750 -0.856 -0.724 -0.613 -0.660
H -7.404812 24.429730 -19.822460 0.127 0.166 -0.092 0.314
H -5.960471 23.912654 -18.908984 -0.001 0.192 -0.037 0.399
H -6.991082 22.742897 -19.707897 0.124 -0.051 0.005 0.267
H -5.500203 24.929579 -21.203991 -0.607 0.051 -0.281 0.131
H -6.128249 23.455696 -21.946362 0.059 -0.359 0.130 -0.212
H -3.987553 23.333571 -21.660999 0.193 -0.226 0.246 0.105
C -11.326982 19.095033 -27.271126 -1.001 0.459 -0.093 -1.031
C -10.325175 20.189004 -27.625885 -1.044 -0.893 -0.610 0.321
O -9.565437 20.555501 -26.504381 -0.220 0.709 -0.701 -0.560
H -11.863365 18.708996 -28.144350 0.276 0.127 -0.186 0.495
H -12.119361 19.521393 -26.649246 0.165 -0.232 0.342 0.315
H -10.862762 18.240544 -26.786146 0.183 0.122 0.170 0.016
H -10.820169 21.087133 -28.010949 -0.032 -0.210 -0.132 0.481
H -9.737322 19.745280 -28.435244 0.697 0.534 0.360 -0.499
H -10.083699 21.155461 -25.933198 0.106 -0.235 0.040 0.191
C -4.799385 20.031714 -22.715635 -1.015 -0.265 0.340 -0.766
C -5.760126 18.847804 -22.846790 -0.229 0.657 0.132 -0.403
O -6.305849 18.808000 -24.190890 2.263 -1.135 0.795 -0.649
H -3.858036 19.813670 -23.217619 0.084 0.199 0.094 0.466
H -4.663780 20.250931 -21.654861 0.406 -0.057 -0.046 0.436
H -5.267735 20.920032 -23.139269 0.159 0.052 -0.150 -0.131
H -6.654647 18.903899 -22.228386 0.345 0.200 0.299 0.052
H -5.231036 17.920560 -22.608580 -0.279 -0.127 -0.162 0.396
H -5.526859 18.535250 -24.698656 -0.579 0.176 -0.630 0.096
C -4.508951 22.217979 -31.535001 0.186 -0.079 -1.325 -0.155
C -5.413092 22.414137 -32.766077 0.613 1.167 1.003 -0.596
O -6.709041 22.895083 -32.387846 -0.064 -0.814 -0.338 -0.522
H -4.707487 21.279497 -31.022585 0.017 0.102 0.210 -0.035
H -4.481585 23.061608 -30.849844 -0.418 -0.034 0.063 0.005
H -3.513587 22.193376 -31.991415 0.211 -0.369 0.389 0.306
H -5.415892 21.515534 -33.384049 -0.332 -0.092 0.089 0.377
H -4.955229 23.214215 -33.356256 0.001 -0.102 -0.204 0.328
H -7.344281 22.324306 -32.829609 -0.203 0.200 0.141 0.298
C -7.795510 15.281062 -26.838371 0.212 -0.191 0.360 -1.529
C -8.679101 16.048262 -25.854907 0.124 0.533 0.030 0.062
O -8.377938 17.469388 -26.064387 -0.077 -1.223 -0.334 -0.127
H -8.010624 14.225484 -27.007211 -0.398 0.067 0.271 0.413
H -6.779490 15.308908 -26.438024 0.067 0.061 -0.141 0.373
H -7.764704 15.755836 -27.819108 -0.200 0.101 -0.044 0.266
H -8.440205 15.820842 -24.815782 0.145 -0.075 -0.085 0.187
H -9.762165 15.950155 -25.940759 0.081 -0.227 -0.452 0.338
H -7.692780 17.438914 -26.743275 0.057 0.470 -0.042 -0.457
C -2.396210 25.321832 -22.597412 1.151 -0.981 0.385 -0.948
C -2.242435 23.839485 -22.978954 0.353 -0.135 -1.940 -0.017
O -3.434807 23.268423 -23.557104 -0.143 -0.186 0.840 0.260
H -3.150853 25.811144 -23.207424 -0.210 -0.048 0.187 -0.005
H -1.435744 25.793481 -22.816898 -0.071 0.185 -0.003 0.459
H -2.534473 25.383510 -21.518693 -0.557 0.404 -0.081 0.321
H -1.890514 23.138068 -22.223176 -0.390 0.368 0.558 0.611
H -1.467777 23.727313 -23.745880 0.076 0.311 -0.003 -0.148
H -3.577827 23.639544 -24.438400 0.159 0.272 0.146 -0.279
C -3.253422 18.121305 -29.792236 -0.553 0.338 0.965 -0.562
C -3.886783 16.764462 -29.476633 -0.043 0.097 0.686 -0.409
O -4.947855 16.856169 -28.528382 -0.283 0.012 -0.451 -0.396
H -4.050343 18.863650 -29.910985 -0.053 -0.164 -0.799 -0.132
H -2.547654 18.092544 -30.618420 -0.123 0.076 -0.143 0.459
H -2.767295 18.559336 -28.915316 0.355 -0.479 0.040 0.266
H -3.182282 16.111980 -28.959814 0.304 -0.072 -0.440 0.308
H -4.245041 16.273417 -30.384944 0.126 -0.055 -0.105 0.279
H -5.771699 17.133414 -28.980264 0.514 0.192 0.448 0.169